1.
C21H38BF3N2O3STc | ωB97M-V with the def2-TZVPD basis set

Its relative energy (zero: lowest compared OMol25 entry of this formula, charge and spin) is 39.82 kcal per mole. The LUMO energy (alpha / beta) is -9.332 / -8.679 eV. The calculation puts the frontier orbital gap (alpha / beta) at 3.84 / 4.49 eV. As for the charge: +2. The electronic energy is -53363.28961 eV. The HOMO energy (alpha / beta) is -13.173 / -13.172 eV. Its spin multiplicity is 2. As for the expectation value of S²: 0.77.

```
70
C21H38BF3N2O3STc (ωB97M-V with the def2-TZVPD basis set)
Tc 1.05 -1.39 1.33
F 2.94 0.75 1.79
C 2.17 -0.09 2.49
F 1.39 0.67 3.30
F 2.97 -0.80 3.30
C -1.57 -4.26 1.56
C -2.16 -3.18 2.47
C -2.23 -3.67 3.92
C -3.54 -2.76 1.98
N -1.29 -1.98 2.34
N -0.06 -1.94 3.06
H -2.21 -5.14 1.56
H -0.58 -4.58 1.91
H -1.48 -3.89 0.54
H -2.98 -4.45 3.98
H -2.54 -2.87 4.59
H -1.30 -4.10 4.26
H -4.19 -3.63 1.93
H -3.49 -2.30 1.00
H -4.00 -2.05 2.67
H -1.81 -1.12 2.48
H 0.19 -2.90 3.33
H -0.14 -1.43 3.95
C -3.32 6.07 -0.87
C -3.79 4.60 -0.82
C -4.53 4.30 -2.15
C -4.77 4.44 0.34
C -2.63 3.66 -0.75
C -1.59 3.76 -1.70
C -0.49 2.92 -1.72
C -0.45 1.93 -0.76
O 0.46 0.96 -0.53
B 0.00 0.23 0.55
O -1.19 0.74 1.00
C -1.49 1.80 0.20
C -2.57 2.65 0.22
H -4.18 6.72 -0.93
H -2.69 6.27 -1.73
H -2.75 6.30 0.03
H -5.38 4.96 -2.24
H -4.87 3.27 -2.16
H -3.88 4.46 -3.01
H -5.58 5.16 0.24
H -4.28 4.63 1.29
H -5.22 3.45 0.35
H -1.64 4.54 -2.45
H 0.29 3.03 -2.46
H -3.33 2.53 0.97
C 6.74 0.21 -1.36
C 5.51 -0.69 -1.40
C 4.26 0.18 -1.36
S 2.59 -0.55 -1.57
O 2.28 -1.22 -0.21
C 2.89 -2.02 -2.63
C 3.40 -3.24 -1.87
C 3.42 -4.47 -2.77
H 7.64 -0.40 -1.41
H 6.77 0.79 -0.44
H 6.75 0.89 -2.20
H 5.52 -1.37 -0.55
H 5.54 -1.27 -2.32
H 4.31 0.92 -2.16
H 4.19 0.73 -0.41
H 3.56 -1.71 -3.43
H 1.92 -2.25 -3.07
H 2.73 -3.42 -1.02
H 4.40 -3.06 -1.47
H 2.41 -4.73 -3.08
H 3.85 -5.31 -2.24
H 4.03 -4.28 -3.65
```

---

2.
C32H46BrCl21F4N3O3P2S2 | ωB97M-V with the def2-TZVPD basis set

The LUMO energy is -2.980 eV. The calculation puts the frontier orbital gap at 7.94 eV. As for the charge: +1. The electronic energy is -428659.19273 eV. The HOMO energy is -10.922 eV.

```
114
C32H46BrCl21F4N3O3P2S2 (ωB97M-V with the def2-TZVPD basis set)
C 3.97 4.21 0.80
C 3.30 3.80 -0.12
C 2.42 3.60 -1.39
C 1.84 2.10 -1.45
C 0.48 2.09 -0.59
C -0.26 0.63 -0.65
C -1.33 0.93 -1.82
S -2.70 2.09 -1.42
C -4.03 1.98 -2.68
C -5.27 2.81 -2.07
N 0.71 -0.20 -1.41
C 0.99 -1.58 -1.03
C 2.32 -1.77 -1.96
P -0.13 -2.93 -1.76
O -1.31 -3.56 -0.77
O -0.90 -2.35 -3.15
S 0.83 -4.51 -2.44
C 1.29 -1.72 0.56
Br 3.27 -1.28 0.66
C 1.51 -3.28 0.82
C 2.37 -3.71 2.09
O 1.51 -4.66 2.80
C 3.68 -4.54 1.80
F 3.43 -5.91 1.83
F 4.39 -4.27 0.67
F 4.54 -4.32 2.89
N 0.36 -0.93 1.46
C -0.45 -1.96 2.22
C 1.06 -0.07 2.51
C 2.01 1.05 2.14
C 2.60 1.87 3.19
C 2.18 1.45 4.53
N 1.39 0.46 5.02
C 0.86 -0.28 3.98
C -0.71 -0.05 0.67
F -0.87 1.03 1.63
P -2.55 -0.73 0.85
C -3.42 -1.18 -0.74
C -3.70 0.66 1.49
C -4.82 -0.19 2.30
H 4.31 4.40 1.85
H 3.15 3.65 -2.27
H 1.61 4.38 -1.50
H 2.65 1.46 -1.00
H 1.65 1.92 -2.55
H -0.10 2.90 -1.14
H 0.61 2.53 0.43
H -0.72 1.49 -2.61
H -1.62 0.00 -2.41
H -4.43 0.94 -2.87
H -3.75 2.53 -3.62
H -5.64 3.61 -2.77
H -6.11 2.13 -1.72
H -4.92 3.36 -1.13
H 0.58 -0.17 -2.42
H 2.91 -0.82 -2.07
H 2.91 -2.69 -1.77
H 1.88 -1.91 -3.01
H -1.41 -4.51 -0.97
H -1.10 -3.10 -3.74
H 0.60 -3.94 0.79
H 2.14 -3.67 -0.04
H 2.49 -2.89 2.86
H 1.82 -4.68 3.73
H -0.92 -2.76 1.61
H -1.16 -1.50 2.97
H 0.20 -2.55 2.96
H 2.29 1.27 1.08
H 3.30 2.72 3.00
H 2.61 2.10 5.35
H 0.21 -1.10 4.41
H -4.13 -2.02 -0.45
H -2.79 -1.59 -1.57
H -4.12 -0.37 -1.14
H -3.25 1.32 2.27
H -4.28 1.16 0.68
H -4.35 -1.00 2.93
H -5.56 -0.66 1.58
H -5.32 0.52 3.01
C 4.63 2.34 -5.21
Cl 5.76 1.31 -4.31
Cl 2.96 1.81 -4.95
Cl 4.83 4.03 -4.74
H 4.86 2.25 -6.27
C -7.67 2.61 4.66
Cl -7.65 3.72 3.29
Cl -8.10 0.98 4.13
Cl -6.11 2.60 5.48
H -8.42 2.95 5.36
C 0.00 -7.62 1.89
Cl 0.17 -8.95 0.75
Cl -1.58 -6.83 1.71
Cl 0.22 -8.19 3.55
H 0.78 -6.89 1.68
C -0.25 2.58 -7.22
Cl -0.04 1.26 -8.38
Cl -1.85 3.32 -7.40
Cl -0.03 1.99 -5.57
H 0.50 3.33 -7.42
C 5.38 0.50 7.10
Cl 7.12 0.26 6.90
Cl 4.99 2.23 7.02
Cl 4.48 -0.39 5.86
H 5.09 0.13 8.07
C 8.10 6.10 -6.92
Cl 8.70 7.27 -5.74
Cl 8.41 4.45 -6.36
Cl 6.37 6.34 -7.21
H 8.63 6.25 -7.85
C -8.69 -1.88 1.50
Cl -8.16 -0.48 0.55
Cl -7.47 -2.31 2.71
Cl -10.24 -1.55 2.27
H -8.81 -2.72 0.83
```

---

3.
C7H11NO | ωB97M-V with the def2-TZVPD basis set

Its relative energy (zero: lowest compared OMol25 entry of this formula, charge and spin) is 13.25 kcal per mole. The LUMO energy is 0.523 eV. The calculation puts the frontier orbital gap at 9.26 eV. As for the charge: 0. The SMILES is CC(C)=C/C=C/C(N)=O. The electronic energy is -10974.70136 eV. The HOMO energy is -8.737 eV.

```
20
C7H11NO (ωB97M-V with the def2-TZVPD basis set)
C -0.75 -1.18 -0.06
C 0.67 -1.33 0.10
C -2.87 0.02 0.03
C -1.41 -0.06 0.22
C 1.56 -0.34 -0.04
C 3.02 -0.61 0.22
C 1.29 1.05 -0.52
N -3.40 1.25 0.29
O -3.57 -0.91 -0.31
H -1.32 -2.04 -0.40
H 1.03 -2.32 0.33
H -0.93 0.80 0.66
H 3.19 -1.64 0.53
H 3.38 0.05 1.01
H 3.61 -0.41 -0.67
H 1.23 1.74 0.32
H 0.37 1.10 -1.09
H 2.12 1.38 -1.15
H -2.82 2.06 0.42
H -4.38 1.39 0.10
```

---

4.
C6H14NPS | ωB97M-V with the def2-TZVPD basis set

Its relative energy (zero: lowest compared OMol25 entry of this formula, charge and spin) is 30.98 kcal per mole. The LUMO energy is -0.209 eV. The calculation puts the frontier orbital gap at 7.30 eV. As for the charge: 0. The electronic energy is -28059.87275 eV. The HOMO energy is -7.511 eV.

```
23
C6H14NPS (ωB97M-V with the def2-TZVPD basis set)
C -1.86 -0.82 0.23
C 2.61 -0.86 -0.75
C 1.23 1.26 -0.65
C 0.99 -0.44 1.23
C -3.32 1.10 0.45
C 1.34 -0.27 -0.28
N -2.22 0.37 -0.25
P 0.06 -1.18 -1.46
S -2.56 -1.84 1.20
H 3.48 -0.43 -0.15
H 2.65 -1.93 -0.57
H 2.83 -0.61 -1.76
H 2.27 1.64 -0.72
H 0.82 1.82 0.07
H 0.83 1.36 -1.64
H 1.71 0.19 1.81
H -0.10 -0.22 1.43
H 1.17 -1.38 1.68
H -4.19 1.38 -0.15
H -3.43 0.49 1.36
H -2.98 2.09 0.73
H -1.47 0.74 -0.78
H 0.15 -2.47 -1.05
```

---

5.
C32H38AsF5N7O8S2Zr | ωB97M-V with the def2-TZVPD basis set

Its relative energy (zero: lowest compared OMol25 entry of this formula, charge and spin) is 8.24 kcal per mole. The LUMO energy (alpha / beta) is 4.062 / 4.060 eV. The calculation puts the frontier orbital gap (alpha / beta) at 4.35 / 7.09 eV. As for the charge: -2. The electronic energy is -157994.02072 eV. The HOMO energy (alpha / beta) is -0.291 / -3.033 eV. Its spin multiplicity is 2. As for the expectation value of S²: 0.77.

```
94
C32H38AsF5N7O8S2Zr (ωB97M-V with the def2-TZVPD basis set)
Zr 0.26 0.35 -0.01
N 0.81 -0.32 -2.39
C 2.19 0.05 -2.72
C 3.09 -0.10 -1.50
O 4.30 -0.28 -1.67
N 2.43 -0.03 -0.35
C 3.19 -0.28 0.86
C 2.28 -0.93 1.88
O 2.71 -1.52 2.86
O 1.01 -0.76 1.62
H 0.75 -1.33 -2.29
H 0.16 -0.06 -3.12
H 2.21 1.10 -3.03
H 2.61 -0.55 -3.53
H 3.53 0.67 1.30
H 4.07 -0.90 0.68
N -2.38 -0.20 -3.31
C -3.01 1.04 -2.84
C -2.59 1.47 -1.42
O -3.22 2.36 -0.87
O -1.59 0.83 -0.94
H -3.08 -0.92 -3.40
H -1.78 -0.52 -2.55
H -4.10 0.97 -2.86
H -2.75 1.88 -3.49
N 7.55 3.34 -3.60
C 6.63 3.50 -2.55
C 6.20 4.77 -2.17
C 5.29 4.92 -1.14
C 4.82 3.81 -0.46
C 5.26 2.54 -0.82
C 6.15 2.39 -1.86
S 3.61 3.98 0.83
O 3.20 5.37 0.80
O 4.20 3.47 2.04
N 2.44 2.97 0.41
C 1.69 3.23 -0.65
S 1.73 4.72 -1.61
C 0.61 4.03 -2.73
C 0.24 2.80 -2.32
N 0.83 2.34 -1.17
H 7.47 4.05 -4.31
H 7.51 2.42 -4.02
H 6.57 5.64 -2.71
H 4.92 5.90 -0.86
H 4.89 1.67 -0.31
H 6.44 1.38 -2.16
H 0.25 4.57 -3.59
H -0.47 2.16 -2.82
F 1.49 -2.84 -0.49
C 0.15 -3.04 -0.45
C -0.71 -1.96 -0.41
C -2.05 -2.35 -0.45
F -3.06 -1.44 -0.44
C -2.49 -3.66 -0.48
F -3.80 -3.96 -0.50
C -1.57 -4.69 -0.49
F -1.97 -5.98 -0.53
C -0.22 -4.38 -0.48
F 0.68 -5.37 -0.52
C -0.56 -1.23 4.67
C -1.50 -0.12 4.21
As -2.19 -0.46 2.40
C -3.61 0.91 2.26
C -4.03 1.64 3.52
C -3.32 -2.04 2.79
C -4.31 -1.95 3.95
H -0.15 -1.01 5.66
H 0.27 -1.35 3.98
H -1.09 -2.19 4.74
H -0.96 0.83 4.16
H -2.33 0.02 4.91
H -4.46 0.40 1.80
H -3.24 1.62 1.51
H -4.44 0.97 4.28
H -4.80 2.39 3.29
H -3.19 2.18 3.97
H -2.63 -2.88 2.95
H -3.85 -2.26 1.86
H -3.80 -1.74 4.89
H -4.86 -2.89 4.08
H -5.04 -1.17 3.78
O -0.20 1.71 1.36
N 0.03 2.61 2.34
C 1.02 2.35 3.28
C 0.98 2.98 4.48
C -0.06 3.88 4.82
C -1.04 4.11 3.83
C -1.00 3.48 2.63
H 1.80 1.68 2.96
H 1.80 2.79 5.17
H -0.09 4.38 5.78
H -1.86 4.80 4.01
H -1.72 3.60 1.83
```

---

6.
C8H22ClGaPdSi | ωB97M-V with the def2-TZVPD basis set

The LUMO energy (alpha / beta) is 5.735 / 5.669 eV. The calculation puts the frontier orbital gap (alpha / beta) at 4.19 / 5.95 eV. As for the charge: -2. The electronic energy is -84906.14976 eV. The HOMO energy (alpha / beta) is 1.548 / -0.277 eV. Its spin multiplicity is 3. As for the expectation value of S²: 2.01.

```
34
C8H22ClGaPdSi (ωB97M-V with the def2-TZVPD basis set)
Ga -2.23 -1.91 0.16
Cl -3.85 -0.52 0.72
C -1.79 -2.87 1.85
C -2.95 -3.03 -1.32
H -2.26 -3.86 1.86
H -0.70 -2.98 1.95
H -2.17 -2.28 2.69
H -3.04 -4.08 -1.01
H -2.28 -2.97 -2.19
H -3.95 -2.65 -1.60
Pd 0.70 0.11 -1.27
C 1.04 0.62 -3.21
C -0.27 -1.62 -0.69
H 1.36 -0.32 -3.70
H 0.06 0.95 -3.59
H 1.80 1.41 -3.28
H -0.29 -2.16 -1.67
H 0.46 -2.16 -0.04
C 0.91 3.23 2.08
Si 1.19 1.86 0.82
C 2.57 2.37 -0.35
C 1.63 0.26 1.71
C -0.34 1.52 -0.18
H 1.83 3.46 2.63
H 0.14 2.94 2.81
H 0.57 4.15 1.58
H 3.54 2.09 0.08
H 2.49 1.90 -1.35
H 2.54 3.46 -0.49
H 1.14 0.26 2.69
H 1.30 -0.63 1.16
H 2.72 0.21 1.86
H -1.21 0.99 0.24
H -0.65 2.27 -0.94
```